i.
{
  "formula": "C8H6",
  "method": "wB97M-V/def2-TZVPD",
  "symbols": ["C", "C", "C", "C", "C", "C", "C", "C", "H", "H", "H", "H", "H", "H"],
  "positions_angstrom": [[-1.146, 0.922, -1.250], [-0.235, 0.231, -0.538], [0.732, -0.618, -1.269], [1.630, -1.149, -1.984], [-0.281, 0.308, 0.802], [-0.697, 1.452, 1.584], [0.140, -0.931, 1.367], [0.756, -2.094, 1.409], [-2.245, 1.244, -0.891], [-1.020, 1.137, -2.407], [2.992, -1.209, -1.930], [-0.910, 1.357, 2.613], [-0.898, 2.378, 0.863], [1.182, -3.028, 1.629]],
  "homo_energy_ha": -0.31877,
  "spin_multiplicity": 1,
  "orbital_gap_ev": 8.15,
  "charge": 0,
  "lumo_energy_ha": -0.0191
}


ii.
{
  "formula": "C8H6",
  "method": "wB97M-V/def2-TZVPD",
  "symbols": ["C", "C", "C", "C", "C", "C", "C", "C", "H", "H", "H", "H", "H", "H"],
  "positions_angstrom": [[2.041, 0.671, -0.315], [2.599, -0.421, 0.035], [0.408, -1.842, -0.322], [-0.502, -0.918, -0.650], [0.818, 1.457, -0.397], [-1.420, -0.218, 0.200], [1.158, -0.884, 0.551], [0.065, 0.245, 0.182], [0.916, -2.683, -0.753], [0.970, 2.416, 0.286], [0.649, 1.832, -1.427], [-2.064, 0.468, -0.370], [-1.929, -0.878, 0.830], [1.091, -0.994, 1.663]],
  "homo_energy_ha": [-0.29737, -0.29739],
  "spin_multiplicity": 1,
  "orbital_gap_ev": [8.03, 8.03],
  "charge": 0,
  "lumo_energy_ha": [-0.0022, -0.0023]
}


Most stable: i. Least stable: ii.


i.
{
  "formula": "NO4S",
  "method": "wB97M-V/def2-TZVPD",
  "symbols": ["N", "O", "O", "O", "O", "S"],
  "positions_angstrom": [[0.994, -1.471, 0.764], [0.799, 1.173, 0.531], [0.153, 0.051, -1.572], [-0.211, -1.141, 0.575], [-1.544, 0.935, -0.068], [-0.191, 0.454, -0.229]],
  "homo_energy_ha": [-0.15549, -0.15490],
  "spin_multiplicity": 1,
  "orbital_gap_ev": [8.55, 8.54],
  "charge": -1,
  "lumo_energy_ha": [0.1588, 0.1589]
}


ii.
{
  "formula": "NO4S",
  "method": "wB97M-V/def2-TZVPD",
  "symbols": ["N", "O", "O", "O", "O", "S"],
  "positions_angstrom": [[-1.735, -0.317, -0.179], [0.734, -0.771, 1.164], [-2.166, 0.713, 0.309], [0.954, 1.313, -0.031], [1.466, -0.822, -1.152], [0.746, -0.115, -0.112]],
  "homo_energy_ha": [-0.11362, -0.15055],
  "spin_multiplicity": 1,
  "orbital_gap_ev": [7.12, 7.91],
  "charge": -1,
  "lumo_energy_ha": [0.1482, 0.1401]
}


iii.
{
  "formula": "NO4S",
  "method": "wB97M-V/def2-TZVPD",
  "symbols": ["N", "O", "O", "O", "O", "S"],
  "positions_angstrom": [[0.784, 0.040, -0.030], [1.739, 0.929, -0.368], [-1.510, -1.072, -0.355], [1.140, -1.073, 0.272], [-1.587, 1.099, 0.773], [-1.216, 0.316, -0.416]],
  "homo_energy_ha": -0.17596,
  "spin_multiplicity": 1,
  "orbital_gap_ev": 8.73,
  "smiles": "O=S(=O)=[N+]([O-])[O-]",
  "charge": -1,
  "lumo_energy_ha": 0.1450
}


Most stable: iii. Least stable: i.


i.
{
  "formula": "C2H6N3",
  "method": "wB97M-V/def2-TZVPD",
  "symbols": ["C", "C", "N", "N", "N", "H", "H", "H", "H", "H", "H"],
  "positions_angstrom": [[0.578, 0.075, 0.740], [-0.712, 0.470, 0.202], [-0.467, 1.670, -0.233], [1.443, -0.766, 0.066], [-1.431, -0.489, -0.213], [0.989, 0.766, 1.250], [-0.582, 2.413, -0.885], [1.148, -1.679, -0.387], [2.420, -0.757, 0.151], [-1.020, -1.322, -0.028], [-2.366, -0.382, -0.663]],
  "homo_energy_ha": [-0.54170, -0.54166],
  "spin_multiplicity": 1,
  "orbital_gap_ev": [9.17, 9.17],
  "smiles": "[H]/N=C(\\N)C=[NH2+]",
  "charge": 1,
  "lumo_energy_ha": [-0.2046, -0.2046]
}


ii.
{
  "formula": "C2H6N3",
  "method": "wB97M-V/def2-TZVPD",
  "symbols": ["C", "C", "N", "N", "N", "H", "H", "H", "H", "H", "H"],
  "positions_angstrom": [[-1.270, -0.262, 0.194], [2.151, 0.063, 0.140], [-1.008, -1.127, -0.765], [-0.197, -0.985, 0.469], [-2.062, 0.698, 0.616], [2.511, 0.022, -0.905], [1.899, 0.985, 0.654], [2.723, -0.687, 0.685], [-1.571, -1.942, -0.835], [-2.997, 0.994, 0.320], [-1.684, 1.190, 1.336]],
  "homo_energy_ha": [-0.49963, -0.54451],
  "spin_multiplicity": 1,
  "orbital_gap_ev": [6.67, 9.52],
  "charge": 1,
  "lumo_energy_ha": [-0.2547, -0.1947]
}


Most stable: i. Least stable: ii.


i.
{
  "formula": "C3H3Cl2NS",
  "method": "wB97M-V/def2-TZVPD",
  "symbols": ["C", "C", "C", "H", "H", "H", "N", "S", "Cl", "Cl"],
  "positions_angstrom": [[-1.816, 0.258, -0.133], [-0.587, -0.265, 0.092], [1.755, -0.308, -0.222], [-0.355, -1.314, 0.087], [0.710, 1.323, 0.666], [1.683, -1.364, -0.415], [0.655, 0.265, 0.178], [3.222, 0.351, -0.087], [-3.149, -0.838, -0.062], [-2.118, 1.892, -0.103]],
  "homo_energy_ha": -0.31793,
  "spin_multiplicity": 1,
  "orbital_gap_ev": 8.58,
  "smiles": "S=CNC=C(Cl)Cl",
  "charge": 0,
  "lumo_energy_ha": -0.0026
}


ii.
{
  "formula": "C3H3Cl2NS",
  "method": "wB97M-V/def2-TZVPD",
  "symbols": ["C", "C", "C", "N", "S", "Cl", "Cl", "H", "H", "H"],
  "positions_angstrom": [[-0.614, 0.401, 0.914], [-0.661, -0.630, 1.539], [2.303, -0.516, -0.247], [1.973, 0.411, -1.138], [2.141, 2.055, -0.796], [1.996, -2.190, -0.789], [2.834, -0.222, 1.264], [-0.523, 1.441, 0.585], [-0.719, -1.386, 2.274], [2.039, 0.207, -2.191]],
  "homo_energy_ha": [-0.29873, -0.29869],
  "spin_multiplicity": 1,
  "orbital_gap_ev": [7.61, 7.60],
  "smiles": "[S-][NH+]=C(Cl)Cl.C#C",
  "charge": 0,
  "lumo_energy_ha": [-0.0192, -0.0193]
}


Most stable: i. Least stable: ii.


i.
{
  "formula": "C3H3Cl2NS",
  "method": "wB97M-V/def2-TZVPD",
  "symbols": ["C", "C", "C", "N", "S", "Cl", "Cl", "H", "H", "H"],
  "positions_angstrom": [[-0.282, 0.416, 0.498], [-1.387, 0.236, -0.491], [0.903, -0.434, 0.138], [1.951, 0.016, -0.334], [-2.829, -0.381, -0.121], [0.559, -2.146, 0.423], [0.181, 2.149, 0.450], [-0.625, 0.180, 1.509], [-1.172, 0.584, -1.498], [2.700, -0.620, -0.572]],
  "homo_energy_ha": -0.34293,
  "spin_multiplicity": 1,
  "orbital_gap_ev": 8.42,
  "smiles": "[H]/N=C(\\Cl)[C@@H](Cl)C=S",
  "charge": 0,
  "lumo_energy_ha": -0.0335
}


ii.
{
  "formula": "C3H3Cl2NS",
  "method": "wB97M-V/def2-TZVPD",
  "symbols": ["C", "C", "C", "H", "H", "H", "N", "S", "Cl", "Cl"],
  "positions_angstrom": [[-1.768, 0.237, 0.037], [-0.586, -0.387, -0.012], [1.842, -0.330, -0.002], [-0.537, -1.507, 0.098], [0.612, 1.309, -0.040], [1.716, -1.377, 0.227], [0.647, 0.293, -0.012], [3.241, 0.441, -0.123], [-3.206, -0.659, -0.124], [-1.960, 1.979, -0.049]],
  "homo_energy_ha": -0.32052,
  "spin_multiplicity": 1,
  "orbital_gap_ev": 8.80,
  "smiles": "S=CNC=C(Cl)Cl",
  "charge": 0,
  "lumo_energy_ha": 0.0028
}


Most stable: ii. Least stable: i.


i.
{
  "formula": "C11H21N2O2",
  "method": "wB97M-V/def2-TZVPD",
  "symbols": ["C", "C", "C", "C", "C", "C", "C", "C", "C", "C", "C", "N", "N", "O", "O", "H", "H", "H", "H", "H", "H", "H", "H", "H", "H", "H", "H", "H", "H", "H", "H", "H", "H", "H", "H", "H"],
  "positions_angstrom": [[-0.647, 0.897, -0.799], [3.670, -1.005, 1.002], [2.525, -1.104, -0.094], [2.377, 0.460, 0.234], [0.646, 2.980, -1.346], [-0.162, 2.533, 1.001], [-3.269, -0.450, -0.369], [-1.444, -2.104, -0.698], [-1.946, -1.438, 1.658], [0.117, 2.216, -0.398], [-1.894, -0.925, 0.151], [3.259, 0.313, 1.138], [2.893, -1.455, -1.402], [-0.759, 0.645, -1.988], [-1.019, 0.210, 0.228], [3.541, -1.778, 1.818], [4.592, -1.152, 0.424], [1.695, -1.576, 0.350], [1.252, 3.840, -1.100], [-0.333, 3.424, -1.758], [1.242, 2.600, -2.212], [0.439, 1.843, 1.623], [0.147, 3.604, 1.159], [-1.268, 2.487, 1.344], [-3.583, 0.387, 0.206], [-3.087, -0.262, -1.390], [-3.938, -1.371, -0.319], [-1.977, -2.932, -0.335], [-0.312, -2.246, -0.402], [-1.581, -1.852, -1.756], [-2.133, -2.527, 1.777], [-1.049, -1.228, 2.175], [-2.692, -0.917, 2.159], [3.574, 0.941, 1.852], [3.838, -1.178, -1.700], [2.294, -1.235, -2.172]],
  "homo_energy_ha": [-0.42892, -0.42889],
  "spin_multiplicity": 1,
  "orbital_gap_ev": [6.15, 6.15],
  "charge": 1,
  "lumo_energy_ha": [-0.2029, -0.2029]
}


ii.
{
  "formula": "C11H21N2O2",
  "method": "wB97M-V/def2-TZVPD",
  "symbols": ["C", "C", "C", "C", "C", "C", "C", "C", "C", "C", "C", "N", "N", "O", "O", "H", "H", "H", "H", "H", "H", "H", "H", "H", "H", "H", "H", "H", "H", "H", "H", "H", "H", "H", "H", "H"],
  "positions_angstrom": [[-0.185, 0.182, -0.905], [3.013, 0.665, 1.144], [-1.330, -0.679, 0.920], [-1.388, 0.890, 1.007], [3.759, -0.559, 0.920], [-0.620, -1.387, 2.137], [-2.763, 1.367, 0.732], [0.625, -2.656, -1.759], [-0.780, 3.073, -1.733], [-0.557, -2.334, -0.853], [-0.123, 2.588, -0.381], [-0.596, -0.948, -0.306], [-0.571, 1.233, -0.133], [4.259, 0.665, 1.325], [3.991, -0.931, -0.453], [0.444, 0.249, -1.713], [-2.301, -1.113, 0.866], [-0.981, 1.277, 1.957], [3.914, -1.474, 1.499], [-1.212, -1.176, 3.132], [0.347, -0.939, 2.292], [-0.625, -2.506, 2.068], [-3.467, 1.050, 1.459], [-3.086, 1.213, -0.292], [-2.691, 2.478, 0.860], [1.648, -2.537, -1.220], [0.561, -3.712, -1.902], [0.519, -2.315, -2.688], [-0.812, 2.170, -2.461], [-1.840, 3.528, -1.737], [-0.073, 3.848, -2.206], [-1.639, -2.568, -1.202], [-0.616, -2.909, 0.064], [-0.500, 3.144, 0.426], [0.930, 2.604, -0.459], [4.746, -1.479, -0.403]],
  "homo_energy_ha": -0.46717,
  "spin_multiplicity": 1,
  "orbital_gap_ev": 9.73,
  "charge": 1,
  "lumo_energy_ha": -0.1096
}


Most stable: ii. Least stable: i.